1.
13
Properties=species:S:1:pos:R:3:forces:R:3 method="wB97M-V/def2-TZVPD" molar_mass_g_mol=139.53 e_above_lowest_ev=0.000 smiles="CC[C@@](F)(Cl)C(=O)[O-]" total_charge=-1 homo_ha=-0.1649
C -0.474245 0.373000 0.327471 3.5 0.3 1.1
C 0.959086 -0.223903 0.714318 -1.5 0.3 -3.1
C 2.126302 0.232877 -0.191814 -0.7 -2.1 0.5
F 1.699896 0.133322 -1.482262 0.0 -0.4 -1.0
Cl 2.546821 1.931452 -0.043805 0.2 0.7 0.6
C 3.295277 -0.828959 0.151637 0.3 1.4 0.1
O 3.435479 -1.705258 -0.674757 -0.2 -1.3 -1.5
O 3.880313 -0.660238 1.223938 -0.1 0.6 0.9
H -0.705168 1.206459 0.924098 0.0 1.4 1.1
H -0.391637 0.800563 -0.650547 -0.6 -0.6 -0.9
H -1.194895 -0.317124 0.625339 -1.5 -1.4 -0.6
H 0.914055 -1.314862 0.732056 0.1 0.0 -0.8
H 1.341033 -0.050896 1.630643 0.6 1.2 3.5

2.
14
Properties=species:S:1:pos:R:3:forces:R:3 method="wB97M-V/def2-TZVPD" molar_mass_g_mol=274.43 e_above_lowest_ev=0.000 smiles=ClCc1ccnn1PI total_charge=0 homo_ha=-0.3407
Cl -0.995485 2.466289 0.255978 0.1 0.6 -0.3
C -0.054901 1.515042 -0.947489 0.0 0.1 -0.1
C 0.486222 0.306224 -0.293238 0.3 -0.3 0.0
C 1.722882 -0.313025 -0.334387 -0.2 0.1 0.0
C 1.589182 -1.429068 0.509209 0.1 0.2 -0.2
N 0.376659 -1.485967 1.023755 -0.1 -0.6 0.3
N -0.278737 -0.460800 0.506224 -3.3 0.9 1.5
P -2.114270 -0.057054 1.361081 2.9 -0.8 -1.0
I -3.480494 -0.354504 -0.590241 -0.2 0.0 -0.2
H -0.756612 1.269478 -1.747828 0.1 0.1 0.1
H 0.742677 2.153932 -1.323995 -0.1 -0.1 0.0
H 2.582327 -0.014122 -0.893436 0.3 0.1 -0.2
H 2.313862 -2.177474 0.763064 0.2 -0.1 0.0
H -2.133306 -1.418956 1.711308 0.0 -0.2 0.0

3.
12
Properties=species:S:1:pos:R:3:forces:R:3 method="wB97M-V/def2-TZVPD" molar_mass_g_mol=116.55 e_above_lowest_ev=5.403 total_charge=0 homo_ha="-0.3690 / -0.3687"
C 1.821535 -0.843714 -0.654220 2.4 -0.6 -0.4
C -0.093728 -0.501053 1.080028 -0.1 -2.9 2.0
C -0.712101 -1.172621 -0.129437 0.4 1.0 -0.3
C 0.597982 -0.446055 -0.200923 -2.6 3.7 -0.4
N 2.895069 -1.097301 -1.007088 -0.7 0.1 0.1
N 0.467251 1.737777 -0.895665 0.2 -2.1 5.4
Cl -2.102664 -0.351151 -0.895540 0.5 -0.8 0.4
H -0.729815 0.262911 1.441688 0.1 1.2 0.2
H 0.249014 -1.212409 1.934821 -0.3 1.3 -1.7
H -0.668244 -2.250687 -0.176930 -0.3 0.0 -0.4
H 1.423769 1.664834 -0.535210 0.1 0.5 -0.9
H 0.355651 1.303979 -1.728646 0.3 -1.3 -3.9

4.
12
Properties=species:S:1:pos:R:3:forces:R:3 method="wB97M-V/def2-TZVPD" molar_mass_g_mol=116.55 e_above_lowest_ev=1.991 total_charge=0 homo_ha=-0.3007
Cl 3.116297 -0.509541 -0.024258 1.3 -1.4 0.0
C 1.767236 0.462280 -0.074026 -1.4 1.8 -0.2
C 0.497711 0.054071 -0.017880 0.5 -0.3 -0.1
C 0.030393 -1.332420 -0.028232 1.2 -0.9 0.3
N -1.235689 -1.467813 -0.047197 -0.1 0.9 -0.1
N -1.800170 -0.188587 -0.157774 -0.6 -0.6 0.2
C -0.760138 0.868277 0.002094 -0.8 -0.3 0.3
H 2.059847 1.509826 -0.179177 -0.4 -0.2 0.2
H 0.729472 -2.189889 -0.021107 -0.8 0.5 0.0
H -2.652578 -0.169472 0.418808 0.8 0.4 -0.4
H -0.930696 1.387348 0.955847 0.3 0.0 -0.2
H -0.821690 1.575918 -0.827100 0.0 0.0 0.1

5.
12
Properties=species:S:1:pos:R:3:forces:R:3 method="wB97M-V/def2-TZVPD" molar_mass_g_mol=116.55 e_above_lowest_ev=4.233 total_charge=0 homo_ha=-0.3363
C 1.360942 0.119877 2.009369 1.1 -2.0 0.9
C -1.168290 -1.846924 -2.142992 -2.0 0.6 1.6
C -0.547358 -0.976626 -1.397753 2.8 0.9 1.3
C 1.237455 1.103808 1.033412 -1.4 2.1 -0.6
N 1.725564 -0.874819 2.497412 -0.6 1.0 0.1
N 0.486459 2.170470 1.266276 0.7 1.6 -0.1
Cl -1.006743 -0.676060 0.247107 -0.7 -0.3 0.3
H -2.042002 -2.190759 -1.554460 0.2 -0.5 -1.3
H -1.073234 -1.848625 -3.190480 0.4 -0.7 -1.0
H 0.447393 -0.486790 -1.456698 -0.9 -0.2 -1.0
H 0.483131 2.914704 0.536428 0.0 -1.2 0.6
H 0.096683 2.591744 2.152379 0.4 -1.4 -0.8

6.
13
Properties=species:S:1:pos:R:3:forces:R:3 method="wB97M-V/def2-TZVPD" molar_mass_g_mol=132.55 e_above_lowest_ev=2.612 smiles="[H]/N=C(/C=O)[C@H](Cl)/C=N/[H]" total_charge=0 homo_ha=-0.3632
H -0.375327 0.131083 2.553157 -0.5 -1.4 0.2
N 0.155932 0.711975 1.953453 1.0 1.8 3.0
C -0.058661 0.779411 0.764877 -2.6 -3.8 -4.0
C 0.533553 1.847256 -0.011917 -1.0 0.2 -2.0
O 0.149046 2.219745 -1.092361 -0.1 -0.3 0.1
C -0.886625 -0.379014 -0.126337 0.0 1.3 0.5
Cl -2.058808 -1.289959 0.893176 0.0 0.7 -0.2
C 0.036217 -1.410903 -0.690257 -0.8 -0.9 -2.3
N 1.185581 -1.032173 -0.982341 2.8 -0.3 -0.3
H 1.884178 -1.623859 -1.533632 -1.9 0.6 1.0
H 1.288621 2.313563 0.511598 2.1 1.4 1.2
H -1.353494 0.049430 -1.073977 0.1 -0.2 1.6
H -0.500214 -2.316556 -1.165440 0.8 0.9 1.2

7.
13
Properties=species:S:1:pos:R:3:forces:R:3 method="wB97M-V/def2-TZVPD" molar_mass_g_mol=132.55 e_above_lowest_ev=4.069 smiles="C[C@@H](Cl)[C@@H](C#N)N=O" total_charge=0 homo_ha=-0.3592
C -0.902291 0.764757 -0.844379 -0.4 -0.8 -0.4
C -0.787053 0.214898 0.580479 0.1 -5.0 -3.8
Cl -2.149547 -1.157183 0.733887 1.2 1.6 0.3
C 0.569127 -0.581336 0.676958 -0.7 2.4 0.8
C 0.875946 -1.384813 -0.469614 1.0 -1.9 -4.2
N 1.081552 -1.947284 -1.497780 -0.6 2.0 4.0
N 1.528868 0.773388 1.014839 -1.6 -1.3 0.3
O 2.555680 0.799468 0.504934 1.6 0.1 -0.9
H -0.311980 0.173955 -1.597811 -1.3 -0.1 0.7
H -0.293163 1.635436 -0.844950 -0.1 1.6 0.0
H -1.981231 0.910994 -1.146329 1.5 0.1 0.2
H -0.843930 0.932449 1.300121 -0.6 1.6 2.3
H 0.658018 -1.134728 1.589647 0.0 -0.3 0.6

8.
13
Properties=species:S:1:pos:R:3:forces:R:3 method="wB97M-V/def2-TZVPD" molar_mass_g_mol=132.55 s_squared=2.0218 e_above_lowest_ev=4.368 spin_multiplicity=3 total_charge=0 homo_ha="-0.3218 / -0.3539"
C -0.320146 2.054596 -0.079406 -0.8 -0.8 -0.2
C 1.039070 1.710895 -0.156252 -2.1 0.1 0.5
C -0.945778 0.860133 0.025299 -1.1 -1.7 1.1
C -0.224178 -1.599496 0.014461 -1.9 3.4 -3.0
N 1.187489 0.402256 -0.028587 1.5 -0.3 -0.6
N -0.022735 -0.152818 0.063451 -0.3 2.1 0.4
O -4.282420 -0.284365 -0.408360 -1.1 -0.3 0.0
Cl -2.973739 0.488526 0.329288 2.2 0.2 -0.7
H -0.908174 2.929779 -0.065601 0.2 1.2 -0.1
H 1.698174 2.521854 -0.267912 1.8 -0.1 0.0
H -0.210041 -1.763893 -1.095242 0.3 -1.2 1.4
H 0.367201 -2.037257 0.703632 2.6 -1.8 1.4
H -1.192096 -1.657341 0.430578 -1.5 -0.8 -0.1

9.
15
Properties=species:S:1:pos:R:3:forces:R:3 method="wB97M-V/def2-TZVPD" molar_mass_g_mol=180.62 e_above_lowest_ev=3.422 smiles="O=S(=O)(NCl)[C@@H]1C=CC=N1" total_charge=0 homo_ha=-0.3625
O -1.844857 1.215924 1.167989 -0.3 0.7 1.8
S -1.342162 0.852239 -0.088321 0.4 -4.3 -0.2
O -0.963301 1.790671 -1.046657 0.7 1.3 -1.8
N -2.518965 -0.146083 -0.746562 1.5 0.1 -3.4
Cl -3.193291 -1.201407 0.362491 -0.3 -0.8 0.1
C 0.125723 -0.594412 0.397080 -1.2 0.4 1.6
C 0.979025 0.522965 0.892260 -0.9 -0.5 -0.3
C 2.130885 0.364094 0.244853 1.3 2.0 1.2
C 2.044166 -0.840589 -0.488832 3.3 0.3 -2.5
N 0.956894 -1.444098 -0.392878 -3.8 -0.7 -0.9
H -2.078760 -0.605130 -1.668512 -1.5 0.9 2.8
H -0.531179 -1.215367 1.048838 0.4 0.8 -0.2
H 0.487405 1.390168 1.292542 0.8 0.2 0.9
H 2.974778 1.041660 0.316107 -0.1 -0.1 -0.3
H 2.773632 -1.130642 -1.290396 -0.3 -0.2 1.3

10.
13
Properties=species:S:1:pos:R:3:forces:R:3 method="wB97M-V/def2-TZVPD" molar_mass_g_mol=148.62 s_squared=2.0073 e_above_lowest_ev=0.000 spin_multiplicity=3 total_charge=0 homo_ha="-0.1922 / -0.3664"
C 0.620733 -0.648943 0.558187 -2.0 1.9 0.3
C 2.343316 0.749787 0.367693 1.1 0.7 -0.5
C 0.008743 0.413047 -0.264320 5.5 0.7 1.4
C -1.286123 0.610764 -0.590428 -5.4 -2.0 -0.6
N 1.938415 -0.345756 0.844664 0.2 -0.8 1.6
N -2.221348 -0.461201 -0.422073 0.1 2.7 0.5
S 1.198843 1.630242 -0.589687 -1.2 -0.8 -0.1
Cl 0.641541 -2.207525 -0.555804 -0.2 -1.5 -0.7
H -0.108208 -0.923697 1.394371 1.5 -0.2 -0.8
H 3.359188 1.132552 0.441198 -0.2 -0.2 0.1
H -1.654531 1.441245 -1.108618 -0.3 1.2 -0.5
H -3.136626 -0.120255 0.022795 1.9 -1.4 -0.8
H -1.703937 -1.270261 -0.097978 -1.0 -0.4 0.3